# 1
Formula: C51H85N4O20
Source: the OMol25 dataset
Level of theory: ωB97M-V/def2-TZVPD

Computed properties:
Multiplicity ... 1
Net charge ... +1

Element x y z (Å)
C1 4.2525 -0.3768 1.6051
O1 5.3830 0.0982 0.8325
C2 5.5042 1.5440 0.8919
C3 6.6910 2.0157 -0.0997
C4 6.1267 2.5329 -1.5097
C5 5.4966 1.3675 -2.4198
C6 3.9543 1.7318 -2.7391
C7 3.4832 1.1423 -4.1845
C8 1.9978 0.5527 -3.9603
C9 0.8973 1.7138 -4.1033
C10 0.3110 2.2263 -2.6600
N1 -1.1563 2.3289 -2.7838
C11 -2.2448 1.4523 -2.4732
N2 -2.1703 0.1895 -1.9820
C12 -3.5692 -0.3680 -1.7365
C13 -3.6138 -1.7482 -0.9593
O2 -2.9371 -1.7873 0.3112
C14 -3.5705 -0.9739 1.2957
C15 -4.9855 -1.3185 1.9422
O3 -2.9224 0.0386 1.6828
C16 -0.9185 -0.5428 -1.7255
O4 -0.4581 -0.1152 -0.3997
C17 0.9146 -0.5679 -0.1714
N3 -3.4645 2.2014 -2.7938
C18 -3.1514 3.4980 -3.3377
N4 -1.7055 3.4677 -3.2935
C19 -1.0689 4.7095 -3.8274
C20 -1.3886 6.0444 -2.9996
C21 -0.3799 6.2317 -1.7647
C22 -1.0794 7.0156 -0.5427
O5 -2.0147 8.0289 -1.0061
C23 -2.4780 8.7951 0.1052
O6 -3.6915 8.7390 0.4073
H1 3.5124 0.4828 1.7582
H2 3.7023 -1.1913 1.0080
H3 4.5349 -0.8112 2.6212
H4 4.5409 2.1073 0.6417
H5 5.7862 1.8341 1.9733
H6 7.2122 2.8927 0.4147
H7 7.4835 1.1864 -0.2400
H8 6.9868 3.0198 -2.0957
H9 5.3407 3.3489 -1.3166
H10 5.5605 0.3718 -1.8565
H11 6.0806 1.2876 -3.3962
H12 3.2993 1.3613 -1.8797
H13 3.8361 2.8651 -2.8005
H14 3.4972 2.0105 -4.9259
H15 4.1789 0.3297 -4.5788
H16 1.7536 -0.2365 -4.7604
H17 1.9599 0.0280 -2.9400
H18 0.0130 1.2806 -4.6794
H19 1.2514 2.6394 -4.6750
H20 0.8219 3.2509 -2.4981
H21 0.6889 1.5696 -1.8038
H22 -4.0825 0.4152 -1.0555
H23 -4.1204 -0.3639 -2.7415
H24 -4.7277 -2.0452 -0.8512
H25 -3.1683 -2.5544 -1.6563
H26 -4.7981 -1.4384 3.0757
H27 -5.4188 -2.3213 1.5739
H28 -5.6830 -0.4331 1.7469
H29 -0.1031 -0.3780 -2.5321
H30 -1.0233 -1.6801 -1.6550
H31 1.1491 -1.4259 -0.8926
H32 0.9615 -0.8946 0.9357
H33 1.6164 0.3308 -0.2883
H34 -3.8588 4.3010 -3.7092
H35 0.0655 4.5921 -4.0134
H36 -1.5146 4.8703 -4.8832
H37 -1.1814 6.9241 -3.7210
H38 -2.4956 6.1088 -2.7342
H39 0.1106 5.2450 -1.4229
H40 0.4975 6.8855 -2.1339
H41 -1.5903 6.2967 0.1940
H42 -0.2375 7.5522 0.0228
H43 -1.8144 9.4874 0.7287
O7 -4.3619 -5.2513 -2.8550
C24 -4.5755 -5.5988 -1.7201
O8 -5.3908 -4.9284 -0.8615
C25 -5.3318 -5.5506 0.4320
C26 -4.8584 -6.9599 0.1732
C27 -3.9594 -6.7878 -1.0332
H44 -4.6338 -4.9857 1.0596
H45 -6.3194 -5.5309 0.8956
H46 -4.3582 -7.4098 1.0319
H47 -5.7088 -7.5937 -0.0912
H48 -2.9344 -6.5413 -0.7452
H49 -3.9780 -7.6670 -1.6779
O9 2.5468 1.8162 3.5622
C28 1.3476 1.7830 3.6835
O10 0.6316 0.6402 3.8488
C29 -0.7695 0.9530 3.8483
C30 -0.8506 2.4139 4.2201
C31 0.4261 2.9722 3.6286
H50 -1.1704 0.7554 2.8509
H51 -1.2876 0.3203 4.5686
H52 -1.7551 2.9017 3.8527
H53 -0.8282 2.5216 5.3097
H54 0.2946 3.2731 2.5863
H55 0.8168 3.7988 4.2221
O11 -4.5801 0.5813 4.7430
C32 -4.1617 0.7808 5.8544
O12 -2.8774 0.5416 6.2379
C33 -2.7500 0.7829 7.6449
C34 -3.8932 1.7064 7.9954
C35 -4.9703 1.2773 7.0218
H56 -2.8130 -0.1748 8.1699
H57 -1.7795 1.2368 7.8532
H58 -4.1953 1.6394 9.0418
H59 -3.6077 2.7436 7.7928
H60 -5.5705 0.4536 7.4154
H61 -5.6063 2.1131 6.7314
O13 5.9498 4.8451 -3.3205
C36 6.7976 5.5855 -3.7523
O14 6.6611 6.9365 -3.8267
C37 7.8044 7.4937 -4.4869
C38 8.8981 6.4642 -4.3249
C39 8.1240 5.1634 -4.3234
H62 7.5498 7.6687 -5.5366
H63 8.0676 8.4462 -4.0240
H64 9.6609 6.5203 -5.1030
H65 9.3929 6.5976 -3.3578
H66 7.9704 4.7793 -5.3348
H67 8.6016 4.4121 -3.6941
O15 -7.2500 -6.5755 2.0551
C40 -8.1584 -7.1851 1.5452
O16 -8.9036 -8.1186 2.1925
C41 -9.8179 -8.7217 1.2683
C42 -9.9655 -7.7220 0.1456
C43 -8.6016 -7.0663 0.1117
H68 -9.3935 -9.6707 0.9272
H69 -10.7679 -8.9190 1.7676
H70 -10.2569 -8.1783 -0.8017
H71 -10.7239 -6.9780 0.4087
H72 -7.9018 -7.6139 -0.5243
H73 -8.6646 -6.0221 -0.1948
O17 -4.0225 -10.2701 -1.7355
C44 -4.2341 -10.6185 -0.6028
O18 -5.0499 -9.9498 0.2579
C45 -4.9895 -10.5710 1.5480
C46 -4.5140 -11.9816 1.2883
C47 -3.6160 -11.8068 0.0818
H74 -4.2930 -10.0061 2.1749
H75 -5.9774 -10.5515 2.0116
H76 -4.0130 -12.4318 2.1468
H77 -5.3650 -12.6170 1.0233
H78 -2.5914 -11.5592 0.3691
H79 -3.6338 -12.6846 -0.5636
O19 11.6944 3.9461 -1.4016
C48 11.3739 3.7798 -0.2530
O20 10.2292 4.2717 0.2953
C49 10.2153 3.9839 1.6985
C50 11.1552 2.8144 1.8751
C51 12.1806 3.0527 0.7878
H80 10.5517 4.8729 2.2404
H81 9.1990 3.7410 2.0139
H82 11.5837 2.7539 2.8769
H83 10.6231 1.8781 1.6789
H84 12.9916 3.7013 1.1273
H85 12.5753 2.1160 0.3949

Cartesian forces (eV/Å) of the 2 atoms listed first:
C -0.98 0.04 -0.21
O -1.10 0.81 0.36

---

# 2
Formula: C27H49CaI2NOP2Sb
Source: the OMol25 dataset
Level of theory: ωB97M-V/def2-TZVPD

Computed properties:
Multiplicity ... 1
Net charge ... +1

Element x y z (Å)
Ca1 0.3477 -0.2170 0.5750
I1 -2.5040 -0.6432 -3.8469
C1 -1.9089 1.1202 -2.9273
C2 -2.2716 2.3598 -3.4875
C3 -1.9088 3.5424 -2.9069
I2 -2.4917 5.3300 -3.8127
C4 -1.1492 3.5326 -1.7041
C5 -0.7248 4.6892 -1.0177
C6 0.0005 4.5732 0.1381
C7 0.3016 3.2921 0.6160
N1 -0.0729 2.1838 0.0112
C8 -0.7878 2.2841 -1.1447
C9 -1.1650 1.0386 -1.7647
O1 -0.8040 -0.0745 -1.2040
H1 -2.8535 2.3597 -4.3993
H2 -0.9802 5.6627 -1.4140
H3 0.3383 5.4420 0.6845
H4 0.8683 3.1800 1.5352
C10 3.8770 2.2301 0.9212
P1 3.2968 0.5389 0.5520
C11 3.9210 0.2852 -1.1441
C12 4.4343 -0.4924 1.5401
H5 4.9507 2.3295 0.7541
H6 3.6619 2.4779 1.9613
H7 3.3545 2.9444 0.2838
H8 4.9909 0.4887 -1.2129
H9 3.3913 0.9441 -1.8334
H10 3.7374 -0.7437 -1.4555
H11 5.4789 -0.2802 1.3066
H12 4.2389 -1.5482 1.3482
H13 4.2700 -0.3058 2.6019
C13 -3.1340 -3.0640 3.8696
C14 -2.4830 -1.7804 4.3646
C15 -1.2792 -2.0701 5.2541
Sb1 -1.9284 -0.4181 2.7793
C16 -1.7640 1.3538 4.0218
C17 -2.4524 2.5973 3.4752
C18 -0.2786 1.6103 4.2656
C19 -3.7565 -0.3552 1.6281
C20 -3.6866 -1.5301 0.6480
C21 -3.9514 0.9443 0.8562
H14 -3.4145 -3.6859 4.7228
H15 -2.4497 -3.6500 3.2517
H16 -4.0374 -2.8751 3.2908
H17 -3.2193 -1.2109 4.9399
H18 -0.4978 -2.5975 4.7005
H19 -1.5732 -2.7060 6.0920
H20 -0.8432 -1.1609 5.6718
H21 -2.2333 1.0733 4.9692
H22 -2.1143 2.8384 2.4636
H23 -2.2234 3.4563 4.1116
H24 -3.5361 2.4885 3.4503
H25 0.2248 1.8919 3.3332
H26 0.2408 0.7396 4.6716
H27 -0.1404 2.4365 4.9671
H28 -4.5807 -0.5041 2.3310
H29 -2.9068 -1.3529 -0.1002
H30 -4.6339 -1.6294 0.1129
H31 -3.4815 -2.4846 1.1350
H32 -3.0885 1.1553 0.2167
H33 -4.1174 1.8053 1.5008
H34 -4.8187 0.8494 0.1979
C22 -0.7472 -4.2954 0.8518
C23 -0.4687 -3.8451 -0.5790
P2 1.0716 -2.8548 -0.6968
C24 1.2801 -2.5298 -2.5024
C25 0.6621 -3.5314 -3.4745
C26 2.4196 -4.0288 -0.2603
C27 2.5081 -5.3214 -1.0637
H35 -1.7169 -4.7887 0.9214
H36 -0.7555 -3.4455 1.5420
H37 0.0056 -5.0004 1.2079
H38 -1.2711 -3.1942 -0.9401
H39 -0.4353 -4.7020 -1.2541
H40 2.3586 -2.4443 -2.6719
H41 0.8506 -1.5416 -2.6828
H42 1.0329 -4.5445 -3.3207
H43 0.8888 -3.2434 -4.5010
H44 -0.4231 -3.5471 -3.3768
H45 2.3106 -4.2449 0.8063
H46 3.3507 -3.4601 -0.3515
H47 1.5875 -5.9016 -0.9904
H48 3.3215 -5.9480 -0.6983
H49 2.6954 -5.1194 -2.1182

Cartesian forces (eV/Å) of the 2 atoms listed first:
Ca 0.41 0.03 -0.04
I 0.00 -0.04 0.01

---

no.,HOMO energy (eV),Kohn-Sham gap (hartree)
1,-10.74,0.30230
2,-9.83,0.26976